No. 1
The following is a quantum chemistry calculation of a structure of composition C47H44F5MnNO3P2SSi2, from the Open Molecules 2025 dataset.

Last column: Löwdin charge in e.
CARTESIAN COORDINATES (ANGSTROEM)
1 Mn -0.427 -0.423 1.471  -0.01
2 C -2.532 -3.465 1.581  -0.23
3 Si -1.635 -2.134 2.641  0.55
4 C -3.089 -1.524 3.750  -0.22
5 C -0.577 -3.229 3.783  -0.31
6 C -1.051 -4.197 4.673  -0.11
7 C -0.177 -4.951 5.445  -0.13
8 C 1.194 -4.746 5.327  -0.12
9 C 1.674 -3.794 4.438  -0.11
10 C 0.804 -3.025 3.659  -0.31
11 Si 1.365 -1.718 2.368  0.55
12 C 2.379 -2.905 1.237  -0.21
13 C 2.735 -0.763 3.318  -0.20
14 H -3.217 -4.055 2.202  0.02
15 H -1.800 -4.156 1.154  0.01
16 H -3.114 -3.046 0.756  -0.01
17 H -3.510 -2.367 4.308  0.01
18 H -3.916 -1.097 3.169  0.00
19 H -2.766 -0.773 4.475  0.01
20 H -2.120 -4.364 4.772  0.09
21 H -0.559 -5.694 6.137  0.08
22 H 1.884 -5.328 5.931  0.08
23 H 2.748 -3.645 4.355  0.09
24 H 3.247 -3.284 1.788  0.01
25 H 2.735 -2.473 0.301  -0.02
26 H 1.756 -3.765 0.972  0.02
27 H 3.579 -1.421 3.554  0.01
28 H 2.346 -0.375 4.261  0.01
29 H 3.120 0.088 2.747  0.00
30 F -0.150 -0.558 4.870  0.06
31 C -0.184 0.713 4.430  -0.26
32 C -0.350 0.996 3.080  -0.07
33 C -0.383 2.360 2.845  -0.23
34 F -0.593 2.852 1.575  -0.01
35 C -0.237 3.360 3.793  -0.16
36 F -0.272 4.664 3.457  0.08
37 C -0.053 3.001 5.110  -0.16
38 F 0.092 3.937 6.063  0.09
39 C -0.033 1.659 5.431  -0.15
40 F 0.134 1.300 6.716  0.09
41 C 0.185 1.946 -1.371  -0.49
42 P 0.762 0.708 -0.098  0.99
43 C 0.650 -0.857 -1.030  -0.34
44 C -0.552 -1.538 -0.802  -0.14
45 C -0.747 -2.816 -1.323  -0.06
46 C 0.237 -3.412 -2.084  -0.08
47 C 1.416 -2.725 -2.349  -0.08
48 C 1.626 -1.465 -1.824  -0.11
49 C 2.504 1.196 0.166  -0.35
50 C 2.705 2.524 0.548  -0.13
51 C 3.967 2.991 0.881  -0.09
52 C 5.057 2.131 0.847  -0.10
53 C 4.865 0.802 0.500  -0.09
54 C 3.600 0.337 0.171  -0.11
55 P 1.390 2.891 -2.396  1.04
56 C 0.310 3.552 -3.734  -0.39
57 C 0.953 4.187 -4.800  -0.12
58 C 0.232 4.718 -5.856  -0.10
59 C -1.156 4.638 -5.863  -0.10
60 C -1.809 4.025 -4.807  -0.07
61 C -1.080 3.487 -3.751  -0.08
62 C 2.201 1.543 -3.344  -0.38
63 C 3.552 1.301 -3.108  -0.12
64 C 4.218 0.289 -3.790  -0.10
65 C 3.538 -0.479 -4.723  -0.10
66 C 2.191 -0.241 -4.970  -0.09
67 C 1.527 0.762 -4.282  -0.08
68 H -0.416 2.692 -0.843  0.03
69 H -0.495 1.370 -2.006  0.05
70 H -1.412 -1.050 -0.341  0.07
71 H -1.686 -3.321 -1.140  0.10
72 H 0.081 -4.403 -2.493  0.10
73 H 2.176 -3.175 -2.977  0.10
74 H 2.541 -0.939 -2.058  0.08
75 H 1.861 3.205 0.588  0.09
76 H 4.095 4.025 1.172  0.10
77 H 6.043 2.491 1.112  0.09
78 H 5.700 0.112 0.504  0.10
79 H 3.471 -0.712 -0.043  0.08
80 H 2.036 4.252 -4.805  0.10
81 H 0.754 5.194 -6.678  0.09
82 H -1.723 5.045 -6.690  0.10
83 H -2.889 3.942 -4.806  0.11
84 H -1.618 2.998 -2.953  0.07
85 H 4.077 1.898 -2.371  0.09
86 H 5.265 0.102 -3.587  0.10
87 H 4.054 -1.269 -5.255  0.10
88 H 1.652 -0.848 -5.686  0.10
89 H 0.474 0.937 -4.472  0.12
90 N -2.480 0.573 1.040  0.07
91 C -3.388 0.432 -0.052  -0.30
92 C -4.334 -0.583 -0.079  -0.03
93 C -5.182 -0.716 -1.173  -0.05
94 C -5.099 0.156 -2.248  -0.26
95 C -4.160 1.177 -2.211  -0.05
96 C -3.315 1.315 -1.123  -0.04
97 S -6.176 -0.010 -3.677  0.39
98 O -7.282 -0.833 -3.206  -0.38
99 O -5.340 -0.649 -4.684  -0.37
100 O -6.541 1.364 -4.003  -0.38
101 H -2.900 0.298 1.922  0.06
102 H -2.157 1.528 1.126  0.07
103 H -4.410 -1.267 0.758  0.09
104 H -5.934 -1.494 -1.198  0.11
105 H -4.116 1.876 -3.037  0.10
106 H -2.611 2.135 -1.076  0.08

Properties
total charge = -2
energy above the lowest of the compared OMol25 structures with the same formula, charge and spin = 0.000 eV
HOMO-LUMO gap (spin up / spin down) = 6.383 / 5.906 eV
2S+1 = 2
HOMO energy (spin up / spin down) = -2.6 / -2.1 eV
molar mass = 970.99 g/mol

---

No. 2
The following is a quantum chemistry calculation of a structure of composition C47H44I2OP2STl, from the Open Molecules 2025 dataset.

Last column: Löwdin charge in e.
CARTESIAN COORDINATES (ANGSTROEM)
1 Tl 0.586 -0.217 0.404  0.64
2 C 1.433 -0.518 5.165  -0.07
3 C 2.519 -0.054 4.200  -0.37
4 C 2.285 1.407 3.817  -0.08
5 C 2.647 -0.929 2.965  -0.23
6 C 1.899 -2.091 2.788  -0.06
7 C 2.075 -2.902 1.672  -0.08
8 C 2.999 -2.580 0.682  -0.31
9 C 3.240 -3.482 -0.497  -0.04
10 C 3.731 -1.403 0.845  -0.07
11 C 3.564 -0.602 1.964  -0.06
12 H 1.396 0.147 6.027  0.09
13 H 1.604 -1.529 5.533  0.09
14 H 0.451 -0.498 4.688  0.07
15 H 3.481 -0.123 4.723  0.15
16 H 1.368 1.506 3.228  0.00
17 H 3.100 1.827 3.229  0.08
18 H 2.172 2.024 4.708  0.09
19 H 1.172 -2.390 3.530  0.10
20 H 1.499 -3.816 1.601  0.11
21 H 3.378 -4.514 -0.178  0.09
22 H 4.133 -3.181 -1.042  0.08
23 H 2.406 -3.473 -1.201  0.06
24 H 4.468 -1.129 0.102  0.11
25 H 4.173 0.286 2.065  0.12
26 O -2.747 2.053 0.116  -0.52
27 S -2.283 0.827 -0.583  0.76
28 C -3.630 -0.357 -0.428  -0.35
29 C -4.918 0.141 -0.594  -0.05
30 C -6.007 -0.652 -0.286  -0.04
31 C -5.809 -1.930 0.222  -0.05
32 C -4.525 -2.410 0.399  -0.09
33 C -3.411 -1.640 0.057  -0.35
34 P -1.724 -2.305 0.293  0.99
35 C -1.792 -2.897 2.013  -0.38
36 C -1.923 -1.915 2.998  -0.11
37 C -1.894 -2.256 4.338  -0.08
38 C -1.713 -3.583 4.711  -0.07
39 C -1.574 -4.560 3.738  -0.07
40 C -1.618 -4.221 2.392  -0.08
41 C -1.663 -3.803 -0.732  -0.37
42 C -0.403 -4.387 -0.854  -0.12
43 C -0.211 -5.507 -1.642  -0.06
44 C -1.283 -6.055 -2.332  -0.07
45 C -2.537 -5.479 -2.224  -0.07
46 C -2.728 -4.356 -1.432  -0.08
47 C -2.384 1.198 -2.343  -0.39
48 C -3.269 2.201 -2.712  -0.07
49 C -3.420 2.515 -4.051  -0.04
50 C -2.684 1.832 -5.010  -0.05
51 C -1.767 0.871 -4.622  -0.09
52 C -1.576 0.558 -3.276  -0.38
53 P -0.293 -0.635 -2.748  1.03
54 C -0.541 -1.967 -3.975  -0.36
55 C 0.509 -2.544 -4.680  -0.08
56 C 0.263 -3.570 -5.582  -0.07
57 C -1.031 -4.018 -5.794  -0.08
58 C -2.082 -3.444 -5.093  -0.08
59 C -1.838 -2.432 -4.181  -0.11
60 C 1.287 0.139 -3.235  -0.42
61 C 2.429 -0.442 -2.682  -0.15
62 C 3.688 0.068 -2.949  -0.07
63 C 3.823 1.190 -3.752  -0.06
64 C 2.695 1.788 -4.292  -0.07
65 C 1.435 1.264 -4.042  -0.13
66 H -5.062 1.160 -0.919  0.11
67 H -7.008 -0.265 -0.409  0.12
68 H -6.656 -2.543 0.493  0.11
69 H -4.376 -3.395 0.823  0.12
70 H -2.065 -0.874 2.718  0.11
71 H -2.010 -1.489 5.092  0.11
72 H -1.686 -3.853 5.757  0.11
73 H -1.437 -5.592 4.025  0.11
74 H -1.515 -4.994 1.641  0.10
75 H 0.436 -3.954 -0.328  0.07
76 H 0.773 -5.946 -1.726  0.11
77 H -1.138 -6.923 -2.960  0.11
78 H -3.373 -5.895 -2.768  0.11
79 H -3.711 -3.910 -1.382  0.09
80 H -3.808 2.738 -1.945  0.11
81 H -4.114 3.288 -4.348  0.11
82 H -2.815 2.059 -6.058  0.11
83 H -1.186 0.351 -5.374  0.12
84 H 1.522 -2.188 -4.545  0.10
85 H 1.086 -4.007 -6.130  0.11
86 H -1.222 -4.808 -6.507  0.11
87 H -3.095 -3.786 -5.255  0.11
88 H -2.669 -1.988 -3.643  0.11
89 H 2.333 -1.310 -2.039  0.07
90 H 4.563 -0.404 -2.522  0.11
91 H 4.801 1.602 -3.952  0.11
92 H 2.792 2.670 -4.910  0.11
93 H 0.569 1.751 -4.466  0.09
94 I -0.334 3.739 2.136  0.81
95 C -0.455 4.335 0.117  -1.14
96 I 0.644 3.099 -1.207  0.87
97 H -0.053 5.337 0.030  -0.04
98 H -1.492 4.280 -0.193  -0.05

Properties
total charge = +1
energy above the lowest of the compared OMol25 structures with the same formula, charge and spin = 0.000 eV
HOMO-LUMO gap = 8.293 eV
2S+1 = 1
HOMO energy = -10.6 eV
molar mass = 1177.07 g/mol

---

No. 3
The following is a quantum chemistry calculation of a structure of composition C47H45GeN3O2P2Rh at a distorted geometry, from the Open Molecules 2025 dataset.

Last column: Löwdin charge in e.
CARTESIAN COORDINATES (ANGSTROEM)
1 Rh 13.932 11.088 12.708  0.90
2 N 17.341 12.068 13.311  -0.43
3 P 18.635 12.750 14.083  0.94
4 C 19.941 12.741 12.927  -0.51
5 C 21.143 12.210 13.442  -0.15
6 C 22.243 12.137 12.610  -0.09
7 C 22.221 12.701 11.284  -0.09
8 C 21.034 13.213 10.812  -0.09
9 C 19.844 13.181 11.605  -0.07
10 C 16.082 8.912 11.160  -0.35
11 C 15.615 8.766 9.821  -0.09
12 C 16.457 8.606 8.763  -0.13
13 C 17.815 8.440 8.993  -0.14
14 C 18.393 8.561 10.270  -0.09
15 C 17.518 8.908 11.323  -0.11
16 P 15.648 12.590 13.330  0.93
17 C 15.452 13.146 15.014  -0.36
18 C 16.127 14.228 15.541  -0.19
19 C 15.953 14.695 16.844  -0.07
20 C 15.272 13.872 17.762  -0.08
21 C 14.766 12.652 17.307  -0.07
22 C 14.945 12.228 15.985  -0.07
23 C 15.759 14.074 12.271  -0.34
24 C 16.220 13.957 10.988  -0.14
25 C 16.503 15.096 10.270  -0.11
26 C 16.375 16.357 10.782  -0.09
27 C 15.770 16.473 12.031  -0.09
28 C 15.425 15.357 12.764  -0.08
29 H 17.579 11.227 12.790  0.02
30 H 21.207 11.821 14.454  0.08
31 H 23.102 11.613 12.986  0.09
32 H 23.158 12.668 10.678  0.11
33 H 20.980 13.688 9.879  0.08
34 H 18.895 13.474 11.152  0.08
35 H 14.535 8.734 9.780  0.10
36 H 16.059 8.594 7.750  0.10
37 H 18.463 8.308 8.174  0.07
38 H 19.512 8.401 10.444  0.12
39 H 17.955 9.036 12.342  0.09
40 H 16.756 14.838 14.944  0.06
41 H 16.329 15.662 17.105  0.09
42 H 15.076 14.080 18.786  0.08
43 H 14.214 11.996 17.961  0.10
44 H 14.558 11.226 15.721  0.06
45 H 16.435 12.988 10.537  0.10
46 H 16.887 15.012 9.240  0.12
47 H 16.730 17.257 10.266  0.11
48 H 15.578 17.425 12.473  0.09
49 H 14.928 15.490 13.719  0.10
50 O 12.037 9.697 16.005  0.04
51 C 12.440 9.980 14.881  -0.55
52 O 13.725 10.058 14.521  -0.32
53 C 11.484 10.136 13.727  -0.21
54 C 10.103 10.144 13.919  -0.02
55 C 9.302 10.023 12.783  -0.09
56 C 9.932 10.043 11.508  -0.08
57 C 11.303 10.152 11.460  -0.17
58 N 12.104 10.046 12.542  -0.03
59 H 9.650 10.184 14.876  0.10
60 H 8.182 10.034 12.911  0.11
61 H 9.328 9.855 10.583  0.11
62 H 11.872 10.277 10.532  0.11
63 N 13.225 12.175 11.458  -0.10
64 C 12.908 12.907 10.482  -0.35
65 C 11.970 14.080 10.718  -0.15
66 C 10.805 13.881 11.482  -0.03
67 C 9.822 14.850 11.627  -0.08
68 C 9.990 16.106 11.001  -0.09
69 C 11.180 16.344 10.305  -0.10
70 C 12.100 15.327 10.040  -0.05
71 C 13.351 12.626 9.133  -0.19
72 C 12.604 12.872 8.010  -0.04
73 C 12.863 12.271 6.722  -0.09
74 C 14.042 11.610 6.491  -0.12
75 C 14.938 11.413 7.593  -0.07
76 C 14.541 11.849 8.892  -0.02
77 H 10.676 12.806 11.882  0.12
78 H 8.995 14.674 12.275  0.09
79 H 9.316 16.882 11.102  0.06
80 H 11.411 17.331 9.902  0.10
81 H 12.962 15.445 9.348  0.12
82 H 11.720 13.467 8.139  0.10
83 H 12.175 12.467 5.886  0.10
84 H 14.396 11.314 5.480  0.10
85 H 15.983 11.109 7.376  0.10
86 H 15.199 11.519 9.691  0.07
87 C 16.312 9.258 15.396  -0.21
88 Ge 15.637 8.136 13.904  0.80
89 C 14.127 6.999 14.422  -0.21
90 C 16.956 6.698 13.514  -0.23
91 C 15.160 9.109 12.255  -0.31
92 H 17.114 8.708 15.902  0.01
93 H 15.507 9.361 16.127  0.01
94 H 16.741 10.219 15.106  -0.02
95 H 14.504 5.970 14.382  0.00
96 H 13.212 7.160 13.827  0.02
97 H 13.834 7.179 15.469  0.02
98 H 16.515 6.136 12.734  0.00
99 H 17.095 6.107 14.437  0.02
100 H 17.924 7.044 13.171  -0.01
101 H 14.176 8.729 11.870  0.03

Properties
total charge = -1
energy above the lowest of the compared OMol25 structures with the same formula, charge and spin = 0.000 eV
HOMO-LUMO gap (spin up / spin down) = 4.891 / 6.143 eV
2S+1 = 5
HOMO energy (spin up / spin down) = -2.4 / -4.4 eV
molar mass = 921.36 g/mol

---

No. 4
The following is a quantum chemistry calculation of a structure of composition C47H46AsF5IrO2P2Te at a distorted geometry, from the Open Molecules 2025 dataset.

Last column: Löwdin charge in e.
CARTESIAN COORDINATES (ANGSTROEM)
1 Ir -0.083 -0.048 0.895  0.99
2 C 2.313 -1.794 2.374  -0.36
3 C 1.625 -1.114 3.548  -0.34
4 P -0.130 -0.695 3.243  1.03
5 C -1.187 -2.097 3.569  -0.37
6 C -0.685 -3.390 3.712  -0.07
7 C -1.559 -4.441 3.929  -0.04
8 C -2.927 -4.212 3.986  -0.04
9 C -3.430 -2.925 3.848  -0.05
10 C -2.565 -1.868 3.633  -0.10
11 C -0.439 0.555 4.493  -0.35
12 C -1.092 0.237 5.683  -0.06
13 C -1.197 1.199 6.675  -0.04
14 C -0.663 2.465 6.481  -0.04
15 C -0.022 2.785 5.290  -0.06
16 C 0.085 1.834 4.290  -0.12
17 P 2.217 -0.723 0.896  0.98
18 C 3.619 0.422 1.008  -0.31
19 C 4.041 1.128 -0.121  -0.08
20 C 5.165 1.933 -0.062  -0.05
21 C 5.872 2.057 1.127  -0.05
22 C 5.437 1.390 2.261  -0.05
23 C 4.309 0.586 2.209  -0.08
24 C 2.574 -1.772 -0.536  -0.35
25 C 2.433 -1.229 -1.812  -0.13
26 C 2.766 -1.969 -2.933  -0.06
27 C 3.184 -3.285 -2.791  -0.04
28 C 3.284 -3.847 -1.527  -0.04
29 C 2.994 -3.092 -0.399  -0.06
30 H 1.805 -2.719 2.106  0.06
31 H 3.355 -2.017 2.606  0.11
32 H 1.703 -1.707 4.462  0.11
33 H 2.080 -0.143 3.756  0.07
34 H 0.381 -3.575 3.679  0.11
35 H -1.169 -5.442 4.055  0.12
36 H -3.605 -5.041 4.141  0.12
37 H -4.496 -2.750 3.901  0.12
38 H -2.953 -0.861 3.542  0.10
39 H -1.502 -0.752 5.841  0.11
40 H -1.694 0.955 7.604  0.12
41 H -0.748 3.209 7.262  0.12
42 H 0.384 3.776 5.140  0.12
43 H 0.558 2.075 3.345  0.10
44 H 3.508 1.043 -1.055  0.08
45 H 5.494 2.459 -0.948  0.11
46 H 6.763 2.669 1.167  0.12
47 H 5.980 1.491 3.191  0.12
48 H 3.995 0.079 3.111  0.09
49 H 2.049 -0.222 -1.930  0.05
50 H 2.689 -1.526 -3.918  0.11
51 H 3.427 -3.874 -3.665  0.12
52 H 3.590 -4.878 -1.414  0.12
53 H 3.116 -3.542 0.577  0.11
54 F -0.365 -2.350 -2.037  -0.40
55 Te -1.279 -2.856 -0.456  1.77
56 F -2.133 -1.153 -0.577  -0.43
57 F -0.553 -4.542 -0.675  -0.32
58 F -2.567 -3.318 0.797  -0.32
59 F -2.579 -3.360 -1.688  -0.33
60 O -0.051 -2.265 0.714  -0.69
61 C -2.786 2.734 2.514  -0.03
62 C -2.550 1.543 1.596  -0.53
63 C -3.522 1.573 0.422  -0.05
64 O -1.205 1.525 1.098  -0.41
65 H -3.802 2.694 2.908  0.10
66 H -2.666 3.667 1.960  0.09
67 H -2.087 2.730 3.345  0.05
68 H -2.754 0.627 2.164  0.09
69 H -3.511 2.553 -0.060  0.08
70 H -4.533 1.381 0.783  0.10
71 H -3.269 0.806 -0.309  0.05
72 C 0.843 -0.641 -7.200  -0.05
73 C 0.547 -1.678 -6.326  -0.05
74 C 0.159 -1.399 -5.023  -0.12
75 C 0.063 -0.077 -4.608  -0.36
76 C 0.340 0.971 -5.485  -0.10
77 C 0.732 0.679 -6.782  -0.05
78 As -0.663 0.371 -2.865  1.51
79 C -2.521 0.643 -3.284  -0.36
80 C -3.229 -0.488 -3.689  -0.09
81 C -4.532 -0.348 -4.131  -0.04
82 C -5.124 0.910 -4.160  -0.04
83 C -4.414 2.030 -3.747  -0.05
84 C -3.113 1.903 -3.287  -0.09
85 C 0.215 1.997 -2.324  -0.37
86 C -0.400 2.889 -1.443  -0.12
87 C 0.266 4.042 -1.060  -0.04
88 C 1.554 4.287 -1.518  -0.03
89 C 2.188 3.373 -2.356  -0.06
90 C 1.530 2.222 -2.747  -0.13
91 H 1.154 -0.861 -8.212  0.12
92 H 0.616 -2.706 -6.655  0.12
93 H -0.065 -2.207 -4.339  0.09
94 H 0.226 2.002 -5.176  0.11
95 H 0.946 1.488 -7.467  0.12
96 H -2.770 -1.469 -3.657  0.10
97 H -5.088 -1.221 -4.447  0.12
98 H -6.144 1.017 -4.503  0.12
99 H -4.872 3.009 -3.785  0.12
100 H -2.564 2.779 -2.971  0.10
101 H -1.385 2.682 -1.051  0.07
102 H -0.221 4.744 -0.398  0.12
103 H 2.072 5.187 -1.215  0.12
104 H 3.195 3.562 -2.704  0.12
105 H 2.019 1.520 -3.412  0.10

Properties
total charge = +2
energy above the lowest of the compared OMol25 structures with the same formula, charge and spin = 1.708 eV
HOMO-LUMO gap (spin up / spin down) = 7.176 / 6.048 eV
2S+1 = 2
HOMO energy (spin up / spin down) = -13.7 / -14.0 eV
molar mass = 1194.56 g/mol